Record 1
{
  "formula": "C25H46N6O9P",
  "method": "ωB97M-V with the def2-TZVPD basis set",
  "orbital_gap_ev": 7.2,
  "charge": -1,
  "elements": ["C", "C", "O", "N", "C", "C", "C", "O", "N", "C", "C", "C", "C", "C", "C", "C", "P", "O", "C", "O", "O", "H", "H", "H", "H", "H", "H", "H", "H", "H", "H", "H", "H", "H", "H", "H", "H", "H", "H", "C", "C", "O", "N", "C", "H", "H", "H", "H", "H", "H", "H", "C", "C", "O", "N", "C", "H", "H", "H", "H", "H", "H", "H", "C", "C", "O", "N", "C", "H", "H", "H", "H", "H", "H", "H", "C", "C", "O", "N", "C", "H", "H", "H", "H", "H", "H", "H"],
  "positions_angstrom": [[-0.7192, -4.2973, 0.0597], [0.2053, -2.9505, -0.3011], [-0.7508, -1.8588, -0.5416], [-0.4242, -0.7503, 0.1973], [-1.3283, -0.8360, 1.4055], [-1.0808, 0.3067, 2.5519], [-0.3786, -0.2281, 3.9338], [-0.3099, 0.6599, 4.9645], [0.1774, -1.6101, 4.1924], [1.5846, -1.7879, 3.6650], [2.5156, -2.9669, 4.3989], [4.0624, -3.2482, 3.8290], [4.6492, -2.3592, 2.5547], [3.7510, -1.1739, 1.8571], [2.2333, -0.9214, 2.4335], [-0.8426, 0.4040, -0.7378], [-0.3179, -0.2040, -2.5131], [-0.3044, 1.0427, -3.5122], [0.0401, 1.7810, -0.4845], [-0.6336, 2.9594, -0.5818], [1.4732, 1.7566, -0.1353], [-0.0759, -5.2650, 0.2074], [-1.4951, -4.3849, -0.8434], [-1.3502, -4.0247, 1.0067], [0.7695, -3.2471, -1.3105], [1.0048, -2.7122, 0.5195], [-1.3122, -1.9494, 1.8221], [-2.4401, -0.6836, 0.9984], [-2.1623, 0.7038, 2.8647], [-0.4844, 1.2503, 2.2027], [-0.4327, -2.3477, 3.7769], [2.1060, -3.6031, 5.3079], [4.7177, -4.1047, 4.3267], [5.7267, -2.5539, 2.1093], [4.1356, -0.4919, 0.9572], [1.6092, -0.0581, 1.8958], [-2.0018, 0.5708, -0.7364], [-1.1946, -1.2150, -3.0455], [1.0757, -0.6292, -2.3997], [5.5416, -1.7897, -3.1117], [4.8896, -0.7895, -2.1969], [4.9199, -0.9067, -0.9743], [4.2496, 0.2738, -2.7619], [4.1033, 0.5879, -4.1627], [6.0099, -2.5781, -2.5161], [4.7908, -2.2472, -3.7616], [6.3162, -1.3011, -3.7087], [3.8365, 0.9019, -2.0824], [4.5488, 1.5698, -4.3388], [3.0357, 0.6314, -4.3911], [4.5833, -0.1500, -4.8079], [-5.3516, -3.2505, -1.7963], [-4.2278, -2.8448, -2.7099], [-3.1016, -3.3262, -2.6127], [-4.4873, -1.9117, -3.6698], [-5.7311, -1.2334, -3.9442], [-4.9921, -4.0000, -1.0859], [-5.7076, -2.3835, -1.2335], [-6.1669, -3.6888, -2.3781], [-3.6821, -1.6911, -4.2443], [-6.0176, -1.4538, -4.9753], [-5.5620, -0.1591, -3.8399], [-6.5321, -1.5424, -3.2704], [0.1970, 3.5028, -5.0753], [1.3208, 3.9085, -5.9889], [2.4470, 3.4271, -5.8917], [1.0613, 4.8416, -6.9488], [-0.1825, 5.5199, -7.2232], [0.5565, 2.7533, -4.3649], [-0.1591, 4.3698, -4.5125], [-0.6183, 3.0645, -5.6572], [1.8664, 5.0622, -7.5233], [-0.4690, 5.2995, -8.2543], [-0.0134, 6.5942, -7.1189], [-0.9835, 5.2108, -6.5494], [-1.5662, 2.5911, 7.0504], [-2.7543, 2.6407, 7.9713], [-3.9045, 2.7286, 7.5484], [-2.5266, 2.5850, 9.3146], [-1.2630, 2.4817, 10.0037], [-1.9063, 2.6449, 6.0125], [-0.9079, 3.4426, 7.2429], [-1.0248, 1.6514, 7.1885], [-3.3747, 2.6236, 9.8682], [-1.2792, 1.5714, 10.6078], [-1.1633, 3.3481, 10.6618], [-0.4152, 2.4472, 9.3172]],
  "forces_ev_per_angstrom": [[-0.349, 1.419, -0.562], [0.169, -2.472, -0.428], [1.049, -2.957, -0.760], [-0.970, 2.732, 1.106], [-1.458, 0.351, 0.195], [-0.717, -0.509, 0.649], [0.276, 4.403, 4.750], [-0.280, -5.592, -6.463], [0.757, 1.342, -1.913], [4.279, -1.156, -1.069], [1.885, 2.083, -3.239], [-2.647, 2.823, -1.803], [-3.454, 0.935, 1.055], [-1.756, -2.366, 3.611], [1.702, -2.067, 1.171], [1.111, -0.269, 0.070], [0.476, 4.780, -1.868], [-0.358, -3.750, 2.527], [2.624, 5.414, 1.306], [2.787, -6.434, 0.375], [-7.438, -1.134, -1.872], [-1.268, 1.942, -0.287], [1.772, -0.057, 1.992], [1.236, -0.805, -1.606], [-1.124, 1.036, 2.040], [-1.735, -0.110, -1.508], [0.314, 2.495, -0.778], [2.055, -0.369, 0.935], [2.487, -0.841, -0.469], [-0.927, -1.917, 0.456], [0.684, 0.925, 0.195], [0.862, 1.570, -2.157], [-1.578, 2.111, -1.218], [-2.506, 0.348, 1.179], [-0.911, -1.886, 2.180], [1.455, -2.050, 1.201], [2.102, -0.010, 0.045], [0.655, 0.185, 0.697], [-1.291, -0.373, 0.279], [0.164, -0.289, -0.002], [-0.553, 0.846, 0.447], [0.285, -0.223, -0.365], [0.582, -0.882, 0.545], [-0.257, 0.330, 0.082], [-0.160, 0.248, -0.005], [0.168, 0.090, -0.106], [-0.153, -0.103, -0.119], [-0.143, -0.041, -0.066], [-0.152, -0.078, -0.314], [0.119, 0.130, -0.286], [-0.044, 0.072, 0.214], [-0.066, -0.147, 0.216], [0.977, -0.088, -0.235], [-0.597, 0.130, -0.019], [0.189, -0.489, 0.405], [0.273, 0.199, -0.260], [0.061, 0.200, -0.236], [-0.142, -0.107, -0.095], [-0.066, 0.153, 0.124], [-0.188, 0.004, 0.152], [-0.279, 0.143, 0.070], [-0.313, 0.011, -0.028], [0.242, 0.004, -0.096], [0.294, -0.015, 0.086], [0.495, -0.397, 0.299], [-0.343, 0.259, -0.213], [0.284, -0.197, 0.071], [0.329, 0.093, -0.221], [-0.154, 0.203, -0.232], [-0.146, -0.092, -0.065], [-0.053, 0.084, 0.164], [-0.232, -0.035, 0.148], [-0.300, 0.148, 0.036], [-0.333, 0.060, -0.029], [0.276, -0.011, -0.085], [-0.085, 0.005, -0.107], [-0.723, 0.106, -0.339], [0.447, -0.043, 0.271], [-0.243, 0.033, -0.346], [-0.298, 0.005, 0.254], [0.033, -0.071, 0.334], [0.106, -0.169, 0.006], [0.115, 0.203, -0.102], [0.240, -0.018, -0.150], [0.329, 0.048, 0.057], [0.313, -0.086, 0.063], [-0.268, 0.004, 0.063]]
}



Record 2
{
  "formula": "C25H46NO10PS",
  "method": "ωB97M-V with the def2-TZVPD basis set",
  "orbital_gap_ev": 7.3,
  "smiles": "NP(O)C1=C(CCCS)C(=O)OC1=O.CC(C)=O.CC(C)=O.CC(C)=O.CC(C)=O.CC(C)=O.CC(C)=O",
  "elements": ["N", "P", "O", "C", "C", "C", "C", "C", "S", "C", "O", "O", "C", "O", "H", "H", "H", "H", "H", "H", "H", "H", "H", "H", "C", "C", "C", "O", "H", "H", "H", "H", "H", "H", "C", "C", "C", "O", "H", "H", "H", "H", "H", "H", "C", "C", "C", "O", "H", "H", "H", "H", "H", "H", "C", "C", "C", "O", "H", "H", "H", "H", "H", "H", "C", "C", "C", "O", "H", "H", "H", "H", "H", "H", "C", "C", "C", "O", "H", "H", "H", "H", "H", "H"],
  "positions_angstrom": [[-7.8142, -2.4172, -2.6388], [-6.0342, -2.7628, -2.7809], [-5.4036, -2.0128, -4.2254], [-5.2968, -1.9998, -1.1837], [-4.5209, -2.6511, -0.0562], [-4.0829, -4.2409, 0.0315], [-3.1111, -4.7012, -1.2104], [-1.7306, -3.8253, -1.3553], [-0.2473, -4.6617, -0.5100], [-4.1886, -1.5097, 1.0795], [-3.1819, -1.3725, 1.9479], [-5.3401, -0.5804, 0.8432], [-5.3378, -0.4516, -0.6458], [-5.3202, 0.6333, -1.4242], [-7.9655, -2.2431, -1.6077], [-8.0486, -1.5254, -3.1596], [-4.6835, -1.3847, -3.9193], [-3.4993, -4.4366, 1.0448], [-5.0515, -4.9141, -0.0248], [-2.8037, -5.8270, -1.0819], [-3.6724, -4.6368, -2.2569], [-1.4540, -3.8022, -2.5158], [-1.8320, -2.7074, -1.0110], [0.5631, -3.6713, 0.1012], [2.6041, -0.6770, -1.2614], [1.7785, -0.5154, -0.0132], [2.4165, 0.1888, 1.1543], [0.6268, -0.9423, 0.0504], [2.0153, -1.2031, -2.0204], [2.8820, 0.3047, -1.6528], [3.4980, -1.2663, -1.0419], [2.6861, 1.2092, 0.8705], [3.3020, -0.3618, 1.4815], [1.7043, 0.2326, 1.9850], [4.8528, 2.0990, 3.7219], [5.4206, 0.7099, 3.8396], [5.3042, 0.0237, 5.1744], [5.9588, 0.1568, 2.8821], [5.0083, 2.4695, 2.7031], [3.7796, 2.0804, 3.9272], [5.3622, 2.7690, 4.4192], [4.2511, -0.0873, 5.4446], [5.8338, 0.6011, 5.9364], [5.7568, -0.9715, 5.1115], [-10.3679, 1.3780, -4.8286], [-10.3576, 0.4717, -3.6267], [-11.6757, -0.1003, -3.1778], [-9.3124, 0.2085, -3.0343], [-9.3472, 1.7158, -5.0371], [-10.7415, 0.8350, -5.7002], [-10.9918, 2.2528, -4.6288], [-12.1077, -0.7092, -3.9760], [-12.3578, 0.7086, -2.9045], [-11.5156, -0.7353, -2.3001], [9.2997, 1.6406, 6.5579], [8.4740, 1.8022, 7.8061], [9.1121, 2.5065, 8.9736], [7.3223, 1.3754, 7.8697], [8.7109, 1.1146, 5.7990], [9.5775, 2.6224, 6.1665], [10.1936, 1.0514, 6.7774], [9.3817, 3.5269, 8.6898], [9.9976, 1.9558, 9.3008], [8.3998, 2.5503, 9.8044], [-2.5178, 3.1212, -2.6760], [-1.3169, 2.6107, -1.9256], [-1.5514, 2.0169, -0.5624], [-0.1873, 2.6760, -2.4079], [-2.1977, 3.5215, -3.6438], [-3.2216, 2.3037, -2.8511], [-2.9980, 3.9219, -2.1079], [-2.2123, 1.1502, -0.6432], [-1.9886, 2.7684, 0.0999], [-0.5955, 1.6905, -0.1393], [7.0293, 0.1831, -3.0684], [5.7866, 0.9840, -3.3513], [5.6279, 1.5524, -4.7362], [4.9335, 1.1669, -2.4845], [7.0086, -0.1641, -2.0299], [7.0683, -0.6877, -3.7275], [7.9145, 0.8081, -3.2105], [5.6045, 0.7426, -5.4698], [6.4506, 2.2384, -4.9527], [4.6850, 2.1062, -4.7953]],
  "forces_ev_per_angstrom": [[2.058, 1.737, 0.135], [-0.473, -1.435, -0.383], [0.208, 0.941, 3.074], [3.046, 1.300, 4.799], [-1.379, 0.503, -2.889], [0.422, 0.323, -0.118], [0.421, 0.114, -0.496], [-0.155, 0.883, -1.359], [-0.171, 0.811, 0.325], [3.156, -0.152, 2.230], [-7.523, -0.867, -6.029], [3.183, 0.742, -1.637], [-0.095, 2.369, -4.014], [-0.292, -6.800, 5.924], [-0.058, -0.027, -1.493], [0.143, -1.037, 1.058], [-1.206, -0.714, -0.739], [-1.377, 0.548, -2.111], [1.893, 1.578, 0.277], [-0.709, 2.136, -0.048], [0.983, 0.014, 2.393], [-0.634, 0.008, 2.587], [0.138, -2.260, -0.514], [-1.477, -0.623, -0.946], [-0.439, -0.180, -0.188], [-1.213, -0.525, -0.122], [-0.403, -0.024, 0.335], [1.148, 0.415, 0.002], [0.069, 0.092, 0.199], [0.219, -0.147, 0.121], [0.101, 0.263, -0.019], [0.224, -0.130, -0.024], [0.123, 0.212, -0.124], [0.093, -0.035, -0.186], [0.128, 0.096, -0.509], [0.655, -0.824, -1.111], [0.234, -0.343, -0.179], [-0.638, 0.697, 1.099], [-0.026, -0.108, 0.208], [0.092, 0.100, 0.189], [-0.217, -0.043, 0.104], [0.072, 0.164, 0.134], [-0.207, 0.016, 0.106], [-0.100, 0.223, -0.021], [0.529, 0.087, 0.016], [1.197, -0.292, 0.672], [0.209, -0.252, 0.414], [-1.237, 0.303, -0.726], [-0.227, -0.091, 0.071], [-0.171, 0.140, 0.067], [-0.116, -0.138, -0.144], [-0.115, 0.195, 0.009], [-0.072, -0.085, -0.203], [-0.014, 0.146, -0.205], [-0.365, -0.237, -0.260], [-1.470, -0.550, 0.081], [-0.406, -0.045, 0.320], [1.409, 0.553, -0.106], [0.125, 0.105, 0.171], [0.196, -0.089, 0.087], [0.065, 0.216, -0.038], [0.198, -0.120, 0.013], [0.076, 0.192, -0.107], [0.146, -0.024, -0.208], [0.245, 0.147, -0.445], [1.466, 0.054, -0.557], [0.519, -0.072, 0.082], [-1.375, -0.074, 0.571], [-0.028, -0.087, 0.222], [-0.132, 0.139, 0.205], [-0.156, -0.206, 0.019], [-0.118, 0.164, 0.119], [-0.203, -0.153, -0.055], [-0.233, 0.025, -0.123], [-0.108, -0.111, 0.500], [-1.142, 0.257, 1.149], [-0.460, 0.231, 0.075], [1.164, -0.209, -1.133], [-0.018, 0.097, -0.228], [0.160, 0.144, -0.083], [-0.005, -0.148, -0.176], [0.205, 0.102, -0.026], [0.041, -0.190, -0.125], [0.208, -0.136, 0.044]]
}